Record 1
Molecular formula: C39H41NO2P2Zn
Method: DFT, ωB97M-V with the def2-TZVPD basis set

Computed properties:
HOMO-LUMO gap (eV): 6.14

Each line ends with the Mulliken charge.
CARTESIAN COORDINATES (ANGSTROEM)
Zn 0.89007 -0.47713 2.03475  0.29
C -0.44532 0.79382 -4.89099  -0.40
C -0.88460 1.74391 -4.07183  -0.33
C -2.30805 2.21711 -3.99241  -0.52
C -3.38476 1.16128 -4.27438  -1.18
C -3.19190 -0.11265 -3.50208  -0.06
C -2.50115 -1.18386 -3.88572  -0.42
C -1.79381 -1.33860 -5.20031  -0.76
C -1.25769 -0.04959 -5.83964  -0.96
C 0.58996 -1.96397 3.42698  -2.16
H 0.64232 0.64430 -5.00652  0.37
H -0.15085 2.38899 -3.55652  0.49
H -2.45434 3.05899 -4.69174  0.36
H -2.50645 2.61460 -2.98690  0.27
H -4.34123 1.59042 -3.94754  0.45
H -3.50952 1.00680 -5.34821  0.34
H -3.80508 -0.16718 -2.58882  0.54
H -2.60763 -2.12707 -3.32449  0.47
H -2.46546 -1.83288 -5.92390  0.33
H -0.93370 -2.01318 -5.07940  0.32
H -0.57789 -0.36240 -6.64585  0.44
H -2.05632 0.49618 -6.35245  0.35
H 1.51147 -2.55726 3.45248  0.47
H -0.24503 -2.67404 3.39314  0.68
H 0.52209 -1.46923 4.40523  0.37
P 1.02689 1.15159 0.36799  1.61
P -1.07240 -1.35204 1.08062  1.13
C -0.47358 0.82020 -0.55401  -0.60
C -1.39476 -0.12061 -0.18318  -0.60
C 1.06595 2.89135 0.85789  0.06
C 0.39347 3.84682 0.07593  -0.32
C 0.45644 5.19593 0.43166  -0.57
C 1.13560 5.58847 1.59054  -0.56
C 1.78499 4.63347 2.39253  -0.62
C 1.75658 3.29476 2.02046  -0.23
C 2.48459 0.80314 -0.64435  0.54
C 2.79457 -0.53146 -0.97435  -0.31
C 3.87747 -0.80045 -1.80597  -0.71
C 4.65398 0.25635 -2.31681  -0.57
C 4.35495 1.58206 -1.97349  -0.67
C 3.28011 1.85822 -1.12673  -0.50
C -2.50500 -1.46272 2.19911  0.66
C -2.74087 -0.42648 3.12889  -0.57
C -3.87179 -0.47726 3.94184  -0.61
C -4.75522 -1.56589 3.85149  -0.47
C -4.50482 -2.61196 2.95320  -0.56
C -3.37745 -2.56861 2.12326  -0.39
C -0.75755 -2.97062 0.30082  0.35
C 0.10036 -3.92739 0.89273  -0.21
C 0.20609 -5.19454 0.31014  -0.65
C -0.45548 -5.46775 -0.89714  -0.54
C -1.22699 -4.48415 -1.52725  -0.32
C -1.37052 -3.22796 -0.93706  -0.19
H -0.62627 1.41249 -1.46573  0.01
H -2.38676 -0.16194 -0.66207  0.60
H -0.15832 3.52704 -0.81479  0.22
H -0.03358 5.95242 -0.19898  0.40
H 1.17903 6.64330 1.87785  0.36
H 2.31655 4.93102 3.30539  0.42
H 2.26330 2.53272 2.61647  0.29
H 2.19393 -1.35492 -0.57618  0.22
H 4.12159 -1.83221 -2.07520  0.43
H 5.48391 0.05029 -2.99922  0.38
H 4.95204 2.41406 -2.37702  0.39
H 3.04236 2.88663 -0.83878  0.38
H -2.04377 0.41452 3.21221  0.24
H -4.07904 0.32887 4.64742  0.41
H -5.65245 -1.60672 4.47687  0.35
H -5.18532 -3.47198 2.87890  0.37
H -3.16238 -3.37160 1.41104  0.34
H 0.63921 -3.67314 1.80954  0.25
H 0.80740 -5.96406 0.80097  0.41
H -0.36657 -6.46037 -1.34499  0.36
H -1.72297 -4.69465 -2.47903  0.43
H -1.95968 -2.43848 -1.41199  -0.06
O 4.13545 -0.36096 2.29989  -0.68
C 3.58701 0.22097 3.22370  0.51
C 4.32511 0.89003 4.38782  -0.57
C 3.24094 1.35843 5.31705  -0.55
C 1.92677 0.95881 4.62762  0.24
O 0.82077 1.13791 5.09547  -0.65
N 2.21755 0.37181 3.39058  -0.01
H 5.00776 0.18480 4.86748  0.38
H 4.93328 1.72672 4.03035  0.24
H 3.30088 0.88517 6.30335  0.34
H 3.28158 2.44319 5.48238  0.25

Forces on atoms 1 to 2 (eV/Å):
0.62 -0.70 2.17
0.73 0.21 -0.38

Record 2
Molecular formula: C39H42As2IIrN5S2
Method: DFT, ωB97M-V with the def2-TZVPD basis set

Computed properties:
HOMO-LUMO gap (alpha / beta) (eV): 5.91 / 4.54
2S+1: 2
Charge: +4

Each line ends with the Löwdin spin population.
CARTESIAN COORDINATES (ANGSTROEM)
Ir 0.23475 0.40174 0.29267  0.07
C -0.08955 -2.09802 2.94671  0.00
As 0.08385 -1.97832 1.02802  0.02
C 1.64880 -3.06362 0.67559  0.00
C -1.36869 -3.11018 0.37591  0.00
C -1.94025 -4.03533 1.24090  0.00
C -2.93861 -4.89647 0.79074  0.01
C -3.38287 -4.84017 -0.52024  0.00
C -2.82361 -3.92512 -1.40232  0.03
C -1.81124 -3.08149 -0.95622  0.08
As -0.93303 -1.90393 -2.16496  0.50
C -2.11184 -1.40216 -3.61513  0.08
C 0.51300 -2.78369 -3.10341  0.08
H 0.06531 -3.14855 3.19326  0.00
H -1.07842 -1.78196 3.26969  0.00
H 0.68907 -1.52630 3.44777  0.00
H 1.35774 -4.09180 0.89191  0.00
H 2.47412 -2.77485 1.32175  0.00
H 1.95024 -2.98236 -0.36553  0.00
H -1.63748 -4.10537 2.27623  0.00
H -3.37625 -5.61007 1.47649  0.00
H -4.16315 -5.50825 -0.85995  0.00
H -3.16876 -3.89454 -2.42885  0.00
H -2.06498 -2.21482 -4.34383  0.02
H -1.75595 -0.48627 -4.08378  0.00
H -3.13316 -1.28146 -3.26231  0.00
H 0.08886 -3.70990 -3.49935  0.02
H 1.34941 -3.01534 -2.45181  0.00
H 0.83214 -2.13536 -3.91681  0.00
S 2.42397 0.12888 1.05741  0.00
C 3.45129 0.50877 -0.26579  0.00
N 4.74295 0.46326 -0.16751  0.00
C 5.59337 0.67759 -1.35561  0.00
C 4.98476 1.75626 -2.19915  0.00
N 3.58328 1.39233 -2.50099  0.01
C 3.13036 1.69716 -3.88928  0.00
C 3.87383 0.82194 -4.86222  0.00
C 3.70304 -0.56124 -4.83449  0.00
C 4.40331 -1.36513 -5.71836  0.00
C 5.26594 -0.78907 -6.64534  0.00
C 5.43364 0.58693 -6.68022  0.00
C 4.73930 1.39379 -5.78733  0.00
C 2.84015 0.82985 -1.60166  0.01
S 1.18573 0.42915 -1.86867  0.04
C 5.48410 0.19475 1.10400  0.00
C 6.26729 1.41578 1.49855  0.00
C 7.65710 1.38216 1.48905  0.00
C 8.38039 2.51051 1.85400  0.00
C 7.71490 3.66757 2.22996  0.00
C 6.32415 3.70326 2.24357  0.00
C 5.60134 2.57762 1.88674  0.00
H 5.66148 -0.27136 -1.89388  0.00
H 6.57990 0.96730 -0.99947  0.00
H 5.50613 1.85108 -3.14927  0.00
H 4.97713 2.72176 -1.68739  0.00
H 3.35969 2.75151 -4.05298  0.00
H 2.05172 1.56635 -3.91723  0.00
H 3.01690 -1.01277 -4.12183  0.00
H 4.26926 -2.43862 -5.70522  0.00
H 5.79954 -1.41623 -7.34646  0.00
H 6.09829 1.03552 -7.40576  0.00
H 4.86360 2.47019 -5.82614  0.00
H 6.14078 -0.64980 0.88717  0.00
H 4.75919 -0.11214 1.85352  0.00
H 8.18019 0.47354 1.21217  0.00
H 9.46132 2.47996 1.85590  0.00
H 8.27807 4.54101 2.52934  0.00
H 5.81368 4.60221 2.56181  0.00
H 4.51556 2.59561 1.93626  0.00
N 1.73672 1.95779 6.19977  0.00
C 0.86603 1.78553 5.47235  0.00
C -0.15453 1.56382 4.48818  0.00
C -1.50022 1.84603 4.70236  0.00
C -2.38089 1.58501 3.66495  0.00
C -1.90566 1.08099 2.46972  0.00
N -0.60440 0.80514 2.25466  0.00
C 0.24498 1.05082 3.26290  0.00
H -1.83986 2.25316 5.64608  0.00
H -3.44150 1.76446 3.77425  0.00
H -2.59544 0.84845 1.67434  0.00
H 1.29598 0.85720 3.10572  0.00
I 0.43889 3.13922 0.18180  0.01
C -1.44417 2.57819 -0.57444  0.00
C -2.39051 3.44768 -1.05895  0.00
C -3.59944 2.89821 -1.47911  0.00
C -3.79613 1.52899 -1.37958  0.00
C -2.77869 0.73455 -0.88331  0.01
N -1.60287 1.24543 -0.48798  0.01
H -2.20373 4.51207 -1.10460  0.00
H -4.38026 3.54061 -1.86656  0.00
H -4.73384 1.07737 -1.67334  0.00
H -2.91026 -0.33224 -0.74480  0.00

Forces on atoms 1 to 2 (eV/Å):
0.19 0.26 1.01
0.10 -0.20 -0.05

Record 3
Molecular formula: C39H42FIrN5O7SSiTe
Method: DFT, ωB97M-V with the def2-TZVPD basis set

Computed properties:
HOMO-LUMO gap (alpha / beta) (eV): 6.62 / 6.48
2S+1: 2
Charge: +2

Each line ends with the Löwdin spin population.
CARTESIAN COORDINATES (ANGSTROEM)
Ir 0.10764 -1.55896 -0.33864  0.01
C 0.60167 -7.04309 1.17623  0.00
Si -1.12338 -6.80519 0.52055  0.00
C -2.34886 -7.90052 1.39653  0.00
C -1.20545 -7.06997 -1.33009  0.00
C -1.62791 -5.00352 0.89100  0.02
C -2.60140 -4.66890 1.83437  0.00
C -2.90951 -3.34662 2.13846  0.02
C -2.21706 -2.33470 1.50677  0.00
N -1.29728 -2.63503 0.59106  0.02
C -1.01665 -3.91300 0.28631  0.01
S 0.27549 -3.84773 -0.91743  0.28
H 0.95030 -8.05825 0.97375  0.00
H 0.62910 -6.89145 2.25691  0.00
H 1.31010 -6.34777 0.72231  0.00
H -2.14947 -8.94431 1.14479  0.00
H -3.37932 -7.68696 1.10485  0.00
H -2.27207 -7.81137 2.48201  0.00
H -1.18839 -8.13985 -1.54959  0.00
H -0.35267 -6.61586 -1.83765  0.00
H -2.12567 -6.66068 -1.75468  0.00
H -3.13294 -5.45798 2.35238  0.00
H -3.66776 -3.10501 2.86903  0.00
H -2.37996 -1.28412 1.70399  0.00
C 4.09974 3.53753 3.74586  0.00
C 3.07592 2.63886 4.41866  0.00
N 2.15041 2.02524 3.45075  0.00
C 2.41123 0.78763 3.01133  0.00
C 1.67621 0.09992 2.07954  0.00
C 2.15774 -1.31646 1.81103  0.00
O 3.20519 -1.65820 2.31671  0.00
O 1.39318 -2.10036 1.12292  0.01
C 0.55839 0.73903 1.50581  0.00
O -0.20043 0.26489 0.60848  0.00
C 0.26399 2.08544 1.97607  0.00
C -0.83832 2.77801 1.45988  0.00
C -1.13066 4.03310 1.89690  0.00
F -2.23088 4.64136 1.41212  0.00
C -0.33751 4.70194 2.85073  0.00
C 0.76102 4.02169 3.34708  0.00
C 1.06281 2.71386 2.93878  0.00
N -0.60959 6.01201 3.28474  0.00
C -0.52094 6.35201 4.69502  0.00
C 0.30020 7.63728 4.83459  0.00
N 0.08044 8.45953 3.58495  0.00
C -1.33319 8.32360 3.09660  0.00
C -1.52568 6.89545 2.56775  0.00
H 4.75450 3.98003 4.49585  0.00
H 3.62495 4.34198 3.18272  0.00
H 4.71733 2.96315 3.05587  0.00
H 2.48820 3.16929 5.16721  0.00
H 3.56722 1.81984 4.93888  0.00
H 3.27475 0.28602 3.43186  0.00
H -1.47308 2.30295 0.72420  0.00
H 1.41429 4.52765 4.04222  0.00
H -0.05462 5.55435 5.26513  0.00
H -1.52219 6.49422 5.11680  0.00
H 1.36938 7.44695 4.90151  0.00
H -0.01197 8.23799 5.68664  0.00
H 0.70467 8.10930 2.85623  0.00
H 0.32179 9.43673 3.75111  0.00
H -1.51049 9.06566 2.32222  0.00
H -1.97360 8.54912 3.94678  0.00
H -1.29621 6.86038 1.50421  0.00
H -2.57819 6.62893 2.69212  0.00
O 1.52723 -0.46615 -1.42438  0.00
C 1.18783 0.51998 -2.09157  0.00
C -0.12252 0.87137 -2.55191  0.00
C -0.23713 2.09801 -3.22775  0.00
C -1.44511 2.48826 -3.72748  0.00
C -2.57793 1.67144 -3.61076  0.00
C -2.48708 0.46575 -2.96890  0.00
C -1.26713 0.02976 -2.39983  0.00
O -1.22852 -1.13230 -1.82666  0.00
N -1.55710 3.79000 -4.39466  0.00
O -2.64956 4.10963 -4.81169  0.00
O -0.55591 4.47712 -4.45272  0.00
H 1.99352 1.20679 -2.37764  0.00
H 0.62511 2.73947 -3.35709  0.00
H -3.51385 2.01388 -4.02983  0.00
H -3.34986 -0.17838 -2.86710  0.00
C -0.21263 -5.15746 -4.63777  0.04
Te -1.11685 -3.56180 -3.55161  0.52
C 0.67302 -2.52842 -4.05281  0.03
C 1.14838 -3.18196 -5.32625  0.01
C 2.01781 -2.53459 -6.19519  0.00
C 2.43914 -3.16623 -7.35497  0.00
C 1.98891 -4.44494 -7.65231  0.00
C 1.12333 -5.09584 -6.78708  0.00
C 0.70616 -4.47044 -5.61897  0.01
H -0.98079 -5.76102 -5.11620  0.00
H 0.33052 -5.78253 -3.92728  0.01
H 1.37602 -2.65420 -3.22699  0.00
H 0.45340 -1.46819 -4.16676  0.00
H 2.36205 -1.53277 -5.96817  0.00
H 3.11084 -2.65684 -8.03248  0.00
H 2.30546 -4.93279 -8.56411  0.00
H 0.76871 -6.09171 -7.02225  0.00

Forces on atoms 1 to 2 (eV/Å):
-0.03 -0.21 -0.05
0.01 -0.02 -0.01

Per-record E_tot, Ha: -4177.8994, -7453.7021, -3471.2244
Per-record relative energy (zero: lowest compared OMol25 entry of this formula, charge and spin), kJ/mol: 0.00, 0.00, 96.96